{
  "formula": "C37H55BrF10O21S",
  "method": "ωB97M-V with the def2-TZVPD basis set",
  "species": ["C", "C", "O", "C", "Br", "C", "C", "C", "F", "O", "C", "O", "C", "C", "C", "C", "C", "F", "F", "C", "F", "F", "S", "F", "F", "F", "F", "F", "H", "H", "H", "H", "H", "H", "H", "H", "H", "H", "H", "H", "H", "H", "H", "H", "H", "H", "H", "C", "C", "C", "O", "C", "O", "O", "H", "H", "H", "H", "H", "H", "C", "C", "C", "O", "C", "O", "O", "H", "H", "H", "H", "H", "H", "C", "C", "C", "O", "C", "O", "O", "H", "H", "H", "H", "H", "H", "C", "C", "C", "O", "C", "O", "O", "H", "H", "H", "H", "H", "H", "C", "C", "C", "O", "C", "O", "O", "H", "H", "H", "H", "H", "H", "C", "C", "C", "O", "C", "O", "O", "H", "H", "H", "H", "H", "H"],
  "xyz": [[-3.407, 4.781, 1.540], [-4.606, 3.846, 0.843], [-5.645, 3.422, 1.780], [-5.347, 2.159, 2.465], [-7.122, 1.634, 3.338], [-4.325, 2.375, 3.742], [-4.892, 3.608, 4.720], [-4.998, 3.101, 6.292], [-3.608, 3.074, 6.882], [-5.029, 1.021, 1.598], [-3.633, 0.589, 1.684], [-2.547, 1.269, 1.307], [-3.362, -0.953, 2.249], [-3.167, -1.041, 3.873], [-2.012, -0.056, 4.493], [-0.556, -0.765, 4.750], [0.441, 0.361, 5.484], [0.696, -0.234, 6.852], [-0.254, 1.650, 5.763], [1.909, 0.495, 4.787], [2.388, -0.871, 4.387], [2.858, 0.930, 5.879], [2.070, 1.693, 3.376], [2.367, 0.326, 2.328], [0.427, 1.609, 2.914], [1.870, 3.090, 4.345], [3.790, 1.710, 3.655], [2.334, 2.733, 2.033], [-2.365, 4.237, 1.556], [-3.743, 5.181, 2.607], [-3.258, 5.746, 0.863], [-4.132, 3.007, 0.182], [-5.137, 4.592, 0.075], [-3.239, 2.706, 3.443], [-4.382, 1.411, 4.402], [-5.867, 4.106, 4.309], [-4.067, 4.471, 4.727], [-5.483, 2.036, 6.313], [-5.593, 3.928, 6.867], [-2.387, -1.320, 1.668], [-4.248, -1.601, 1.821], [-4.213, -0.917, 4.382], [-2.813, -2.156, 4.107], [-1.882, 0.943, 3.853], [-2.413, 0.290, 5.562], [-0.074, -1.232, 3.784], [-0.743, -1.676, 5.497], [0.611, 2.317, 8.430], [0.867, 3.605, 9.189], [0.956, 3.431, 10.674], [0.595, 4.714, 11.149], [-0.234, 5.253, 10.200], [-0.889, 6.265, 10.355], [-0.233, 4.494, 9.064], [-0.133, 1.694, 8.940], [0.214, 2.526, 7.431], [1.532, 1.735, 8.331], [1.749, 4.111, 8.779], [1.963, 3.165, 11.004], [0.241, 2.704, 11.075], [2.051, 2.089, -0.612], [2.836, 1.401, -1.712], [4.322, 1.485, -1.546], [4.782, 1.348, -2.876], [3.784, 1.837, -3.677], [3.903, 2.054, -4.868], [2.645, 2.057, -2.957], [2.504, 3.048, -0.337], [1.029, 2.307, -0.941], [2.009, 1.463, 0.285], [2.491, 0.367, -1.827], [4.718, 0.685, -0.914], [4.668, 2.451, -1.162], [5.787, -1.848, -4.836], [6.348, -2.525, -3.601], [6.786, -3.940, -3.825], [6.682, -4.496, -2.529], [5.701, -3.788, -1.887], [5.207, -4.107, -0.823], [5.345, -2.684, -2.610], [5.136, -2.525, -5.401], [5.176, -0.982, -4.561], [6.592, -1.518, -5.499], [7.146, -1.909, -3.168], [7.814, -4.006, -4.195], [6.127, -4.503, -4.494], [7.758, -6.533, -8.443], [7.486, -5.050, -8.281], [8.416, -4.171, -9.060], [8.376, -2.964, -8.323], [8.097, -3.316, -7.029], [8.174, -2.560, -6.079], [7.736, -4.631, -6.948], [8.833, -6.746, -8.426], [7.313, -7.102, -7.619], [7.353, -6.902, -9.389], [6.434, -4.837, -8.503], [8.078, -4.010, -10.087], [9.451, -4.529, -9.074], [-4.147, 0.039, -3.479], [-5.433, 0.728, -3.066], [-6.252, 1.230, -4.216], [-6.992, 2.280, -3.622], [-6.223, 2.753, -2.591], [-6.452, 3.777, -1.978], [-5.160, 1.927, -2.357], [-3.650, 0.576, -4.295], [-3.437, 0.007, -2.645], [-4.344, -0.984, -3.816], [-6.011, 0.074, -2.402], [-6.920, 0.464, -4.619], [-5.654, 1.651, -5.031], [-4.251, -5.596, -4.460], [-4.492, -4.508, -5.489], [-3.429, -4.417, -6.541], [-3.534, -3.069, -6.957], [-4.009, -2.372, -5.878], [-4.045, -1.158, -5.805], [-4.423, -3.222, -4.892], [-3.197, -5.635, -4.160], [-4.830, -5.406, -3.550], [-4.527, -6.577, -4.859], [-5.493, -4.619, -5.922], [-3.610, -5.097, -7.378], [-2.416, -4.579, -6.157]],
  "atomic_forces_ev_per_a": [[-0.201, 0.386, -0.374], [1.129, 2.296, -1.584], [1.586, -2.822, 0.131], [0.349, 1.575, 0.861], [1.022, 0.271, -0.730], [-0.823, 1.007, 0.627], [1.383, 0.199, 0.386], [0.226, 1.134, -1.232], [-2.939, -0.260, -1.323], [3.035, 0.826, 1.261], [5.158, 1.327, -1.146], [-7.256, -3.393, 2.211], [-0.098, 0.463, -1.446], [0.398, -1.047, -0.286], [-0.508, 0.945, 0.566], [-0.811, 0.089, 0.137], [-1.819, -1.582, 2.232], [-0.333, 1.912, -3.723], [2.488, -3.876, -1.616], [2.165, -2.540, 4.329], [-1.803, 4.671, 1.532], [-3.030, -1.193, -3.692], [2.419, 1.608, -3.925], [-0.835, 3.050, 1.612], [3.222, 0.279, 1.466], [0.090, -3.373, -1.921], [-3.638, 0.264, -0.597], [-0.591, -2.074, 3.257], [-2.144, 0.934, 0.270], [0.809, -1.042, -2.282], [-0.361, -2.080, 1.404], [-1.082, 1.282, 1.597], [0.825, -1.975, 1.869], [-2.222, -1.092, 0.265], [0.458, 1.679, -1.506], [1.714, -1.258, 0.977], [-1.808, -1.900, 0.019], [1.126, 2.040, 0.381], [1.203, -1.903, -0.776], [-2.063, 1.027, 1.425], [1.631, 1.183, 1.296], [2.112, 0.011, -0.871], [-0.919, 2.292, -0.569], [-0.278, -2.417, 1.331], [0.975, -0.686, -2.334], [-0.844, 1.303, 1.855], [0.783, 2.243, -1.420], [-0.224, 0.139, -0.092], [0.193, -1.277, -0.768], [0.737, -0.433, 0.384], [-0.613, 0.722, -0.429], [-1.385, 1.902, 0.284], [1.387, -2.079, -0.292], [-0.165, 0.850, 0.879], [0.095, 0.138, -0.005], [0.367, 0.131, 0.590], [-0.102, 0.131, 0.006], [0.009, -0.014, 0.173], [-0.167, 0.179, 0.073], [0.028, -0.064, -0.234], [-0.196, 0.126, -0.134], [-0.841, 0.219, 1.241], [0.433, -0.502, 0.792], [-0.500, 0.263, -0.973], [0.214, 0.536, -2.177], [-0.208, -0.503, 2.387], [0.893, -0.093, -0.944], [0.011, -0.184, -0.139], [0.132, -0.211, 0.037], [0.008, 0.060, -0.484], [0.188, 0.015, 0.018], [0.051, 0.076, -0.238], [-0.228, -0.011, 0.065], [-0.423, 0.450, -0.048], [0.028, 0.880, -1.478], [0.956, -0.171, -0.581], [-0.853, 0.302, 1.025], [-0.844, -0.662, 1.730], [0.931, 0.621, -2.004], [0.008, -0.955, 1.026], [0.085, -0.045, 0.125], [0.192, -0.081, 0.060], [-0.453, 0.020, 0.420], [0.038, -0.169, -0.055], [-0.279, -0.092, 0.249], [-0.036, 0.224, -0.073], [0.143, -0.236, 0.225], [-0.141, -1.415, -0.548], [-0.023, -0.015, -0.990], [-0.262, 0.136, 1.273], [0.415, 1.311, 1.316], [0.375, -1.711, -2.112], [0.266, 1.234, 0.341], [-0.144, 0.126, 0.000], [-0.085, 0.143, -0.218], [0.012, 0.096, 0.146], [0.125, 0.106, -0.068], [0.077, 0.162, 0.205], [-0.138, -0.181, 0.043], [0.298, 0.151, 0.563], [1.116, -1.152, -0.330], [-0.348, -0.657, -0.652], [0.261, 0.702, 0.953], [-0.384, 1.868, 1.004], [0.427, -2.004, -1.238], [-0.901, 1.026, 0.078], [-0.218, -0.117, 0.207], [-0.243, 0.002, 0.083], [-0.008, 0.588, 0.442], [-0.117, 0.082, -0.107], [-0.014, 0.245, 0.075], [0.140, -0.184, 0.122], [0.102, 0.019, 0.339], [-0.109, -1.355, 0.688], [0.140, -0.727, -0.650], [-0.376, 0.903, 0.696], [0.154, 2.137, -0.250], [0.002, -2.889, -1.083], [0.246, 1.031, -0.632], [-0.136, 0.072, -0.113], [-0.050, -0.075, -0.263], [-0.006, 0.172, 0.029], [0.137, 0.032, -0.105], [0.050, 0.261, 0.025], [-0.148, -0.107, 0.150]],
  "mulliken_charge": [-0.735, 0.315, -0.318, -0.004, -0.160, 0.544, -0.683, -0.257, -0.298, -0.254, 0.559, -0.366, -0.652, -0.787, 0.209, -0.861, 0.942, -0.353, -0.280, 0.494, -0.240, -0.256, 1.184, -0.422, -0.098, -0.286, -0.367, -0.318, 0.065, 0.126, 0.361, -0.075, 0.277, 0.042, -0.215, 0.361, 0.253, 0.234, 0.286, 0.301, 0.367, 0.361, 0.335, -0.194, 0.282, 0.214, 0.357, -1.193, 0.497, -0.539, -0.317, 0.594, -0.564, -0.301, 0.281, 0.230, 0.372, 0.290, 0.311, 0.348, -1.276, 0.756, -0.523, -0.327, 0.590, -0.572, -0.374, 0.329, 0.370, 0.144, 0.253, 0.327, 0.319, -1.180, 0.811, -0.303, -0.346, 0.536, -0.583, -0.364, 0.316, 0.160, 0.342, 0.140, 0.237, 0.250, -1.427, 0.519, -0.593, -0.311, 0.639, -0.564, -0.293, 0.340, 0.365, 0.384, 0.284, 0.311, 0.321, -1.043, 0.610, -0.545, -0.342, 0.564, -0.553, -0.291, 0.304, 0.344, 0.119, 0.213, 0.307, 0.332, -1.424, 0.474, -0.542, -0.318, 0.652, -0.521, -0.316, 0.338, 0.364, 0.385, 0.273, 0.301, 0.311],
  "smiles": "CCO[C@](Br)(CCCF)OC(=O)CCCCC(F)(F)C(F)(F)S(F)(F)(F)(F)F.C[C@@H]1COC(=O)O1.C[C@@H]1COC(=O)O1.C[C@@H]1COC(=O)O1.C[C@@H]1COC(=O)O1.C[C@@H]1COC(=O)O1.C[C@@H]1COC(=O)O1",
  "total_energy_ev": -190300.6109,
  "homo_lumo_gap_ha": 0.27164,
  "multiplicity": 1
}